{
  "formula": "C33H41BBrN7O2S5Sc",
  "method": "wB97M-V/def2-TZVPD",
  "total_charge": -1,
  "e_above_lowest_kj_mol": 0.0,
  "fmax_ev_per_a": 0.4,
  "symbols": ["Sc", "C", "C", "C", "C", "N", "C", "C", "N", "B", "N", "C", "C", "N", "C", "S", "C", "C", "C", "C", "N", "C", "C", "N", "C", "S", "C", "C", "C", "C", "C", "S", "H", "H", "H", "H", "H", "H", "H", "H", "H", "H", "H", "H", "H", "H", "H", "H", "H", "H", "H", "H", "H", "H", "H", "H", "H", "H", "H", "H", "H", "H", "H", "H", "H", "H", "S", "C", "C", "C", "C", "C", "C", "S", "H", "H", "H", "H", "Br", "C", "C", "C", "C", "C", "N", "C", "O", "O", "H", "H", "H"],
  "positions_angstrom": [[0.80104, 0.27307, -1.14228], [3.04932, 3.84732, 3.19597], [2.78032, 2.47179, 2.58729], [3.06372, 2.53689, 1.09091], [3.67359, 1.44875, 3.28737], [1.34494, 2.10657, 2.82027], [0.44113, 2.89014, 3.52034], [-0.73262, 2.23382, 3.53210], [-0.57015, 1.05593, 2.83463], [-1.81649, 0.19154, 2.55599], [-1.54003, -1.31978, 2.34257], [-1.41404, -2.14242, 3.44126], [-1.32945, -3.41192, 3.01110], [-1.39767, -3.38289, 1.62392], [-1.50819, -2.07626, 1.21972], [-1.56173, -1.50344, -0.38374], [-1.52658, -4.59633, 0.76668], [-1.43997, -5.84704, 1.64167], [-2.89341, -4.57847, 0.08377], [-0.39139, -4.65171, -0.25011], [-2.71741, 0.75913, 1.43358], [-4.04933, 0.41036, 1.42272], [-4.59503, 0.88827, 0.29049], [-3.59221, 1.54550, -0.40550], [-2.43372, 1.42870, 0.30015], [-0.90894, 2.11576, -0.12682], [-3.80231, 2.26830, -1.70048], [-2.92530, 1.66747, -2.79472], [-3.51305, 3.75434, -1.49637], [-5.26384, 2.11036, -2.12063], [0.70241, 0.98793, 2.39264], [1.37935, -0.31191, 1.49859], [4.09996, 4.07775, 3.02082], [2.87758, 3.86879, 4.27434], [2.45646, 4.62710, 2.71507], [4.05769, 2.96081, 0.92710], [2.33096, 3.16376, 0.58023], [3.04609, 1.54869, 0.63562], [4.71706, 1.72775, 3.12493], [3.51469, 0.45140, 2.88413], [3.47857, 1.43938, 4.36303], [0.70858, 3.83075, 3.95873], [-1.67967, 2.50132, 3.96719], [-2.48035, 0.25480, 3.57073], [-1.39426, -1.74266, 4.44006], [-1.22083, -4.32049, 3.56880], [-2.25621, -5.90292, 2.36402], [-0.48611, -5.91205, 2.16797], [-1.51632, -6.71444, 0.98533], [-3.68723, -4.54654, 0.83416], [-3.00993, -5.49073, -0.50539], [-2.99238, -3.71661, -0.57351], [0.57137, -4.70362, 0.26135], [-0.40541, -3.77558, -0.89194], [-0.50815, -5.54640, -0.86703], [-4.48973, -0.14815, 2.23049], [-5.60415, 0.82518, -0.06444], [-1.87202, 1.86981, -2.63499], [-3.21816, 2.09954, -3.75476], [-3.05380, 0.58600, -2.84950], [-2.47481, 3.91659, -1.21537], [-4.16443, 4.16947, -0.72272], [-3.70810, 4.28201, -2.43262], [-5.52228, 1.06484, -2.29746], [-5.39199, 2.64672, -3.06049], [-5.95671, 2.54061, -1.39456], [3.29027, 0.02389, -1.64594], [3.96303, 1.61121, -1.95608], [5.34782, 1.78356, -2.02012], [5.91080, 3.02950, -2.24648], [5.08329, 4.13482, -2.41765], [3.70776, 3.97602, -2.36166], [3.12582, 2.72603, -2.13437], [1.38217, 2.57815, -2.03522], [5.98182, 0.91540, -1.87916], [6.98898, 3.13712, -2.28732], [5.50730, 5.11712, -2.59346], [3.05555, 4.83287, -2.48794], [2.90830, -3.00814, 0.18524], [2.14157, -3.11784, -1.53801], [2.45788, -4.22943, -2.30732], [1.85519, -4.35403, -3.54333], [0.96129, -3.37978, -3.95169], [0.72618, -2.30544, -3.11477], [1.31263, -2.16299, -1.91766], [-0.25232, -1.22501, -3.53863], [-0.91799, -1.38731, -4.54639], [-0.28628, -0.21623, -2.74905], [3.15334, -4.96243, -1.92655], [2.07895, -5.20628, -4.17307], [0.43764, -3.41342, -4.89578]],
  "atomic_forces_ev_per_a": [[0.16, 0.01, 0.39], [-0.01, 0.01, -0.03], [-0.04, -0.06, 0.03], [0.06, 0.04, 0.04], [0.05, 0.02, 0.01], [0.01, 0.09, 0.03], [0.06, -0.06, 0.04], [0.04, -0.01, -0.06], [0.01, 0.09, 0.02], [-0.03, -0.09, 0.06], [0.04, 0.03, 0.02], [0.01, 0.00, -0.02], [0.00, -0.02, -0.06], [-0.06, -0.02, 0.05], [0.04, -0.01, 0.01], [0.00, -0.03, 0.01], [0.03, 0.04, 0.05], [-0.01, 0.01, 0.00], [-0.03, -0.02, -0.02], [0.00, -0.05, -0.01], [0.00, -0.13, 0.02], [0.00, 0.04, -0.03], [0.00, 0.07, 0.00], [-0.06, -0.07, -0.03], [0.09, 0.22, 0.01], [-0.16, -0.04, -0.03], [0.00, -0.03, 0.07], [0.01, -0.01, -0.04], [-0.01, 0.04, -0.03], [0.00, 0.00, -0.01], [-0.04, -0.04, -0.11], [-0.01, -0.01, 0.04], [-0.01, 0.01, 0.01], [0.00, -0.01, -0.01], [-0.02, -0.02, 0.00], [-0.01, 0.00, 0.02], [0.02, -0.01, 0.03], [0.01, 0.06, 0.02], [-0.02, -0.02, 0.01], [-0.01, 0.01, -0.01], [0.00, 0.00, 0.00], [-0.02, 0.01, -0.02], [0.03, 0.00, -0.02], [-0.02, -0.01, -0.01], [0.00, -0.02, -0.03], [0.00, 0.00, 0.01], [0.01, 0.01, 0.00], [0.00, 0.02, -0.01], [0.00, 0.01, 0.01], [0.00, 0.00, -0.01], [-0.01, 0.02, -0.01], [0.02, -0.02, 0.02], [-0.05, 0.00, 0.00], [-0.03, -0.02, 0.01], [0.00, 0.01, 0.01], [0.02, 0.00, -0.04], [0.00, -0.01, 0.00], [0.04, -0.01, 0.02], [0.01, -0.01, 0.02], [0.00, -0.01, 0.00], [-0.02, -0.01, -0.01], [0.01, -0.01, 0.00], [0.01, 0.00, 0.02], [0.00, 0.01, 0.01], [-0.01, -0.01, 0.01], [0.01, -0.01, 0.01], [-0.03, -0.05, -0.10], [-0.03, 0.05, -0.02], [0.01, -0.02, 0.00], [-0.01, 0.02, 0.00], [0.01, -0.01, 0.00], [0.00, 0.02, 0.00], [0.02, -0.07, 0.00], [0.02, 0.11, 0.01], [-0.01, 0.01, 0.00], [-0.02, 0.00, 0.00], [0.00, -0.01, 0.00], [0.00, -0.02, 0.00], [0.04, 0.03, 0.01], [0.00, -0.01, -0.03], [0.02, 0.03, 0.08], [0.01, -0.03, -0.03], [-0.01, -0.01, 0.00], [-0.01, -0.06, -0.01], [0.07, -0.01, -0.02], [-0.15, 0.15, 0.00], [0.05, -0.07, 0.00], [-0.12, -0.04, -0.35], [0.00, 0.00, -0.01], [-0.01, 0.01, 0.00], [0.00, 0.01, 0.01]],
  "lowdin_charge": [0.2546, -0.0601, -0.5321, -0.0592, -0.0420, 0.0171, -0.0437, -0.0618, 0.0289, -0.5952, 0.0326, -0.0611, -0.0496, 0.0101, -0.6444, 0.7542, -0.5451, -0.0621, -0.0453, -0.0551, 0.0275, -0.0632, -0.0470, 0.0152, -0.6466, 0.6423, -0.5394, -0.0324, -0.0448, -0.0649, -0.6706, 0.6112, 0.0879, 0.0794, 0.0909, 0.1004, 0.0744, 0.0072, 0.0887, 0.0409, 0.0854, 0.1050, 0.1192, 0.1195, 0.1193, 0.1026, 0.0825, 0.0867, 0.0866, 0.0884, 0.0852, 0.0384, 0.0557, 0.0275, 0.0940, 0.1205, 0.1038, 0.0399, 0.0927, 0.0934, 0.0399, 0.0868, 0.0872, 0.0885, 0.0859, 0.0807, 0.5801, -0.7079, -0.1463, -0.1318, -0.1313, -0.1458, -0.7093, 0.5448, 0.0884, 0.0842, 0.0843, 0.0893, 0.7726, -0.7516, -0.1105, -0.0485, 0.0112, -0.1820, 0.0088, -0.5895, 0.0634, -0.2082, 0.0966, 0.1072, 0.1190]
}